1.
This record from the OMol25 dataset describes C13H15N in the gas phase in a non-equilibrium geometry. The level of theory is ωB97M-V/def2-TZVPD.

Atoms and positions in Å:
C (3.355, 0.489, -0.850)
C (3.550, 0.819, 0.557)
C (1.996, 0.596, -1.127)
C (2.328, 1.098, 1.089)
C (-1.922, 2.397, 1.015)
C (-2.810, 1.374, 0.655)
C (-0.524, 2.240, 0.832)
C (-2.291, 0.145, 0.228)
C (0.005, 1.032, 0.322)
C (-0.883, -0.081, 0.090)
N (1.372, 0.934, 0.083)
C (-0.857, -1.713, -1.790)
C (-0.907, -2.569, 0.611)
C (-0.403, -1.469, -0.347)
H (4.120, 0.251, -1.563)
H (4.520, 0.864, 1.068)
H (1.455, 0.371, -2.037)
H (2.084, 1.359, 2.112)
H (-2.240, 3.331, 1.466)
H (-3.868, 1.491, 0.786)
H (0.151, 3.057, 1.133)
H (-2.977, -0.654, -0.020)
H (-0.566, -0.870, -2.410)
H (-1.968, -1.879, -1.886)
H (-0.329, -2.578, -2.235)
H (-0.690, -2.252, 1.654)
H (-0.411, -3.544, 0.431)
H (-1.999, -2.703, 0.499)
H (0.707, -1.536, -0.366)

Cartesian forces (eV/Å) of the 3 atoms listed first:
-1.01 0.59 0.86
0.56 -0.20 -1.14
1.11 -0.27 1.62

As for the total energy: -559.10754 a.u. The calculation puts the relative energy (zero: lowest compared OMol25 entry of this formula, charge and spin) at 80.9 kJ/mol. As for the strongest force on any atom: 0.0517 hartree/bohr. The total charge is 0. For the highest occupied orbital energy, the calculation gives -8.45 eV. Its HOMO-LUMO gap is 9.4 eV.

2.
This record from the OMol25 dataset describes C13H15N3S in the gas phase in a non-equilibrium geometry. The level of theory is ωB97M-V/def2-TZVPD.

Atoms and positions in Å:
N (-1.918, 0.859, 2.478)
N (-0.826, -1.512, -0.711)
S (0.089, 2.709, 1.853)
C (-2.550, -0.234, 2.181)
C (-0.998, -0.837, 0.362)
C (-0.819, 1.186, 1.679)
C (-0.428, 0.427, 0.638)
C (1.163, 2.298, 0.459)
C (0.746, 1.061, -0.124)
N (-2.142, -1.105, 1.155)
C (-1.776, -2.642, -0.984)
C (2.438, 2.969, 0.034)
C (1.635, 0.592, -1.384)
C (-2.778, -2.440, 1.253)
C (-1.991, -3.360, 0.336)
C (2.979, 2.704, -1.364)
C (3.023, 1.241, -1.745)
H (-3.439, -0.551, 2.704)
H (-2.717, -2.252, -1.296)
H (-1.437, -3.365, -1.674)
H (2.366, 4.073, 0.197)
H (3.267, 2.713, 0.748)
H (1.019, 0.820, -2.217)
H (1.781, -0.455, -1.374)
H (-3.866, -2.342, 1.099)
H (-2.675, -2.786, 2.252)
H (-2.556, -4.314, 0.201)
H (-1.073, -3.633, 0.868)
H (4.057, 3.041, -1.216)
H (2.421, 3.256, -2.138)
H (3.118, 1.183, -2.831)
H (3.887, 0.694, -1.440)

Cartesian forces (eV/Å) of the 3 atoms listed first:
-0.43 0.02 0.01
0.63 -0.91 -1.01
0.37 -1.09 -0.95

As for the total energy: -1066.77930 a.u. The calculation puts the relative energy (zero: lowest compared OMol25 entry of this formula, charge and spin) at 146.5 kJ/mol. As for the strongest force on any atom: 0.0951 hartree/bohr. The total charge is 0. For the highest occupied orbital energy, the calculation gives -7.73 eV. Its HOMO-LUMO gap is 8.4 eV.

3.
This record from the OMol25 dataset describes C13H15N5O3S in the gas phase in a non-equilibrium geometry. The level of theory is ωB97M-V/def2-TZVPD.

Atoms and positions in Å:
C (4.069, 3.629, 0.043)
C (3.434, 3.948, -1.308)
O (2.024, 3.851, -1.284)
C (1.427, 2.629, -1.299)
C (2.072, 1.405, -1.446)
C (1.350, 0.225, -1.471)
C (-0.032, 0.244, -1.348)
C (-0.682, 1.467, -1.197)
C (0.036, 2.642, -1.174)
H (-0.460, 3.593, -1.061)
H (-1.759, 1.497, -1.099)
N (-0.816, -0.919, -1.359)
C (-0.419, -2.202, -1.511)
O (0.697, -2.584, -1.763)
C (-1.558, -3.224, -1.421)
H (-1.146, -4.159, -1.045)
H (-1.973, -3.389, -2.417)
S (-2.976, -2.764, -0.390)
C (-2.174, -2.602, 1.154)
N (-0.879, -2.724, 1.213)
N (-0.265, -2.583, 2.370)
C (-0.926, -2.309, 3.445)
C (-2.361, -2.146, 3.499)
O (-3.073, -1.888, 4.448)
N (-2.948, -2.321, 2.225)
N (-4.333, -2.287, 2.143)
H (-4.659, -1.585, 1.484)
H (-4.668, -2.089, 3.089)
H (-0.362, -2.191, 4.357)
H (-1.804, -0.760, -1.203)
H (1.861, -0.716, -1.584)
H (3.144, 1.347, -1.547)
H (3.853, 3.311, -2.097)
H (3.628, 4.991, -1.571)
H (5.145, 3.765, -0.017)
H (3.859, 2.604, 0.339)
H (3.670, 4.295, 0.803)

Cartesian forces (eV/Å) of the 3 atoms listed first:
-0.30 0.03 -0.30
0.39 0.02 0.14
-0.23 0.05 0.02

As for the total energy: -1402.03557 a.u. The calculation puts the relative energy (zero: lowest compared OMol25 entry of this formula, charge and spin) at 132.0 kJ/mol. As for the strongest force on any atom: 0.0264 hartree/bohr. The total charge is 0. For the highest occupied orbital energy, the calculation gives -7.96 eV. Its HOMO-LUMO gap is 7.9 eV.

4.
This record from the OMol25 dataset describes a molecular structure, C13H15NO5OsS3 in a non-equilibrium geometry. The level of theory is ωB97M-V/def2-TZVPD.

Atoms and positions in Å:
Os (-1.098, -0.171, 0.544)
C (1.589, -2.831, 0.677)
C (0.370, -2.963, 1.582)
S (-0.258, -1.436, 2.402)
C (1.281, -0.747, 3.165)
C (1.506, 0.743, 2.969)
S (1.238, 1.454, 1.301)
C (2.740, 1.045, 0.337)
C (3.044, -0.430, 0.158)
S (1.599, -1.390, -0.459)
H (1.604, -3.708, 0.025)
H (2.520, -2.817, 1.241)
H (0.594, -3.684, 2.373)
H (-0.495, -3.326, 1.021)
H (2.111, -1.337, 2.791)
H (1.187, -0.937, 4.238)
H (2.527, 0.989, 3.272)
H (0.811, 1.319, 3.585)
H (3.584, 1.543, 0.818)
H (2.565, 1.531, -0.623)
H (3.414, -0.873, 1.079)
H (3.820, -0.532, -0.603)
O (-3.222, 2.598, -4.350)
C (-2.768, 1.943, -3.323)
C (-2.451, 0.561, -3.328)
C (-1.956, -0.001, -2.178)
N (-1.751, 0.712, -1.063)
C (-2.101, 2.008, -1.015)
C (-2.598, 2.661, -2.109)
C (-1.977, 2.563, 0.436)
O (-2.257, 3.694, 0.683)
O (-1.557, 1.640, 1.245)
C (-1.670, -1.511, -1.939)
O (-1.854, -2.315, -2.799)
O (-1.247, -1.720, -0.727)
H (-3.364, 2.077, -5.159)
H (-2.602, -0.057, -4.203)
H (-2.878, 3.703, -2.064)

Cartesian forces (eV/Å) of the 3 atoms listed first:
1.33 0.09 0.17
-0.07 0.36 -0.35
-0.23 -0.14 0.02

As for the total energy: -2219.94238 a.u. As for the strongest force on any atom: 0.0656 hartree/bohr. The total charge is +2. As for the spin multiplicity: 5. For the highest occupied orbital energy (spin up / spin down), the calculation gives -16.00 / -15.85 eV. Its expectation value of S² is 6.025. Its HOMO-LUMO gap (spin up / spin down) is 9.0 / 5.8 eV.

5.
This record from the OMol25 dataset describes 2 unconnected molecules or ions with the total composition C13H16 in a non-equilibrium geometry. The level of theory is ωB97M-V/def2-TZVPD.

Atoms and positions in Å:
C (-4.073, 0.772, -0.560)
C (-3.146, 1.847, -0.640)
C (-3.634, -0.594, -0.660)
C (-1.787, 1.526, -0.774)
C (-2.256, -0.846, -0.624)
C (-1.370, 0.264, -0.638)
C (2.125, 1.013, -1.419)
C (1.646, 1.800, -0.479)
C (1.236, 0.413, -0.450)
C (1.599, 0.061, 1.958)
C (3.024, -1.103, 0.281)
C (0.684, -1.849, 0.486)
C (1.644, -0.597, 0.597)
H (-5.145, 1.071, -0.493)
H (-3.620, 2.868, -0.747)
H (-4.467, -1.359, -0.834)
H (-1.022, 2.313, -0.888)
H (-1.822, -1.930, -0.637)
H (2.616, 0.882, -2.433)
H (1.697, 2.757, 0.122)
H (2.448, 0.843, 2.063)
H (1.595, -0.700, 2.654)
H (0.559, 0.374, 2.279)
H (3.307, -1.906, 1.011)
H (2.940, -1.368, -0.786)
H (3.826, -0.287, 0.362)
H (1.301, -2.769, 0.218)
H (0.040, -1.579, -0.377)
H (0.053, -1.916, 1.406)

Cartesian forces (eV/Å) of the 3 atoms listed first:
0.57 0.35 -0.36
-1.78 -0.65 -0.57
-1.28 0.89 -0.02

As for the total energy: -504.67633 a.u. The calculation puts the relative energy (zero: lowest compared OMol25 entry of this formula, charge and spin) at 628.8 kJ/mol. As for the strongest force on any atom: 0.0623 hartree/bohr. The total charge is 0. For the highest occupied orbital energy (spin up / spin down), the calculation gives -7.39 / -7.68 eV. Its HOMO-LUMO gap (spin up / spin down) is 7.9 / 8.2 eV.

6.
This record from the OMol25 dataset describes a molecular structure, C13H16ClCuN3O3 in a non-equilibrium geometry. The level of theory is ωB97M-V/def2-TZVPD.

Atoms and positions in Å:
Cu (-1.657, 3.231, 3.355)
Cl (0.260, 3.545, 1.851)
O (-1.080, 0.833, 2.716)
C (-1.853, -0.252, 2.295)
O (-1.289, -0.980, 1.395)
O (-3.016, -0.428, 2.697)
H (-0.326, 0.567, 2.129)
N (-1.726, -1.101, -1.634)
C (-2.481, -2.119, -2.088)
C (-1.778, -3.328, -1.899)
C (-0.655, -3.021, -1.175)
C (-0.623, -1.612, -1.047)
H (-1.969, -0.115, -1.610)
H (-3.390, -1.973, -2.647)
H (-2.117, -4.267, -2.301)
H (0.068, -3.705, -0.768)
H (0.113, -0.974, -0.586)
N (4.097, -1.292, 2.268)
C (3.851, -0.480, 1.187)
C (2.834, 0.367, 1.549)
C (2.395, 0.008, 2.843)
C (3.255, -0.965, 3.292)
H (4.867, -1.927, 2.341)
H (4.509, -0.565, 0.339)
H (2.465, 1.141, 0.893)
H (1.628, 0.441, 3.461)
H (3.344, -1.516, 4.213)
N (-0.190, 2.077, -3.132)
C (0.092, 2.072, -1.792)
C (-1.105, 2.064, -1.126)
C (-2.133, 2.059, -2.096)
C (-1.536, 2.064, -3.341)
H (0.506, 2.047, -3.852)
H (1.102, 2.028, -1.425)
H (-1.274, 1.952, -0.067)
H (-3.198, 2.067, -1.923)
H (-1.991, 2.058, -4.316)

Cartesian forces (eV/Å) of the 3 atoms listed first:
1.56 -0.58 -1.33
-1.15 0.10 0.96
0.18 -1.14 -0.68

As for the total energy: -2995.52529 a.u. The calculation puts the relative energy (zero: lowest compared OMol25 entry of this formula, charge and spin) at 67.1 kJ/mol. As for the strongest force on any atom: 0.0628 hartree/bohr. The total charge is 0. As for the spin multiplicity: 2. For the highest occupied orbital energy (spin up / spin down), the calculation gives -8.00 / -7.90 eV. Its expectation value of S² is 0.761. Its HOMO-LUMO gap (spin up / spin down) is 7.4 / 4.4 eV.

Copy entry 3 word for word.
This record from the OMol25 dataset describes C13H15N5O3S in the gas phase in a non-equilibrium geometry. The level of theory is ωB97M-V/def2-TZVPD.

Atoms and positions in Å:
C (4.069, 3.629, 0.043)
C (3.434, 3.948, -1.308)
O (2.024, 3.851, -1.284)
C (1.427, 2.629, -1.299)
C (2.072, 1.405, -1.446)
C (1.350, 0.225, -1.471)
C (-0.032, 0.244, -1.348)
C (-0.682, 1.467, -1.197)
C (0.036, 2.642, -1.174)
H (-0.460, 3.593, -1.061)
H (-1.759, 1.497, -1.099)
N (-0.816, -0.919, -1.359)
C (-0.419, -2.202, -1.511)
O (0.697, -2.584, -1.763)
C (-1.558, -3.224, -1.421)
H (-1.146, -4.159, -1.045)
H (-1.973, -3.389, -2.417)
S (-2.976, -2.764, -0.390)
C (-2.174, -2.602, 1.154)
N (-0.879, -2.724, 1.213)
N (-0.265, -2.583, 2.370)
C (-0.926, -2.309, 3.445)
C (-2.361, -2.146, 3.499)
O (-3.073, -1.888, 4.448)
N (-2.948, -2.321, 2.225)
N (-4.333, -2.287, 2.143)
H (-4.659, -1.585, 1.484)
H (-4.668, -2.089, 3.089)
H (-0.362, -2.191, 4.357)
H (-1.804, -0.760, -1.203)
H (1.861, -0.716, -1.584)
H (3.144, 1.347, -1.547)
H (3.853, 3.311, -2.097)
H (3.628, 4.991, -1.571)
H (5.145, 3.765, -0.017)
H (3.859, 2.604, 0.339)
H (3.670, 4.295, 0.803)

Cartesian forces (eV/Å) of the 3 atoms listed first:
-0.30 0.03 -0.30
0.39 0.02 0.14
-0.23 0.05 0.02

As for the total energy: -1402.03557 a.u. The calculation puts the relative energy (zero: lowest compared OMol25 entry of this formula, charge and spin) at 132.0 kJ/mol. As for the strongest force on any atom: 0.0264 hartree/bohr. The total charge is 0. For the highest occupied orbital energy, the calculation gives -7.96 eV. Its HOMO-LUMO gap is 7.9 eV.